(1)
The following is a DFT calculation (ωB97M-V with the def2-TZVPD basis set) of a single C5H12O molecule.

Last column: Löwdin charge in e.
Atoms and positions in Å:
C (-1.162, 0.805, -1.009)  -0.082
C (-0.641, -0.382, -0.196)  -0.454
C (-1.748, -0.974, 0.676)  -0.089
C (0.575, -0.008, 0.655)  -0.181
C (1.811, 0.361, -0.153)  -0.284
O (2.940, 0.133, 0.673)  -0.072
H (-0.398, 1.208, -1.684)  0.072
H (-1.480, 1.616, -0.341)  0.084
H (-2.026, 0.517, -1.620)  0.076
H (-0.315, -1.162, -0.901)  0.132
H (-2.110, -0.238, 1.405)  0.082
H (-1.388, -1.845, 1.235)  0.076
H (-2.603, -1.289, 0.066)  0.076
H (0.319, 0.806, 1.347)  0.126
H (0.865, -0.867, 1.272)  0.119
H (1.776, 1.411, -0.485)  0.115
H (1.859, -0.266, -1.059)  0.121
H (3.727, 0.174, 0.120)  0.083

electronic energy = -272.93828 Eh
energy above the lowest of the compared OMol25 structures with the same formula, charge and spin = 6.5 kcal per mole
SMILES string = CC(C)CCO
molecular weight = 88.1 g/mol

***

(2)
The following is a DFT calculation (ωB97M-V with the def2-TZVPD basis set) of a single C5H12O molecule.

Last column: Löwdin charge in e.
Atoms and positions in Å:
C (0.817, 2.351, 0.323)  -0.122
C (0.139, 1.104, -0.248)  -0.280
C (-0.217, 0.081, 0.842)  -0.196
C (-1.205, -1.031, 0.429)  -0.234
O (-0.623, -2.273, 0.095)  -0.189
C (0.262, -2.171, -0.989)  -0.125
H (0.220, 2.776, 1.138)  0.070
H (0.938, 3.126, -0.442)  0.069
H (1.812, 2.127, 0.729)  0.074
H (0.791, 0.661, -1.014)  0.096
H (-0.779, 1.404, -0.772)  0.107
H (0.697, -0.382, 1.240)  0.121
H (-0.661, 0.632, 1.683)  0.109
H (-1.887, -1.261, 1.253)  0.119
H (-1.823, -0.680, -0.417)  0.120
H (0.647, -3.170, -1.201)  0.090
H (1.111, -1.510, -0.757)  0.076
H (-0.239, -1.784, -1.894)  0.096

electronic energy = -272.91863 Eh
energy above the lowest of the compared OMol25 structures with the same formula, charge and spin = 18.8 kcal per mole
SMILES string = CCCCOC
molecular weight = 88.1 g/mol

***

(3)
The following is a DFT calculation (ωB97M-V with the def2-TZVPD basis set) of 2 unconnected molecules or ions with the total composition C5H12O.

Last column: Löwdin charge in e.
Atoms and positions in Å:
C (1.028, -0.447, 0.451)  0.017
C (0.671, 0.200, -0.646)  -0.422
C (1.074, -0.259, -2.009)  -0.088
C (-0.242, 1.424, -0.542)  -0.222
C (-1.609, 1.400, -1.338)  -0.086
H (1.703, -1.276, 0.495)  0.047
H (0.670, -0.228, 1.496)  0.077
H (0.974, 0.529, -2.771)  0.073
H (2.159, -0.570, -1.994)  0.095
H (0.376, -1.083, -2.347)  0.099
H (0.563, 2.260, -0.811)  0.147
H (-0.590, 1.698, 0.468)  0.094
H (-1.712, 2.485, -1.675)  0.090
H (-1.497, 0.713, -2.115)  0.030
H (-2.490, 1.246, -0.753)  0.051
O (-0.023, -2.594, 4.507)  -0.070
H (-0.986, -2.173, 4.551)  0.113
H (-0.068, -3.324, 5.032)  -0.044

electronic energy = -272.87741 Eh
energy above the lowest of the compared OMol25 structures with the same formula, charge and spin = 44.7 kcal per mole
SMILES string = C=C(C)CC.O
molecular weight = 88.1 g/mol

***

It is found that the HOMO-LUMO gap values, taken in the order of the records, are 11.22 10.86 9.93 eV.